Record 1
Density functional theory data (wB97M-V/def2-TZVPD) for an isolated molecule of C22H22N2O3S.

Properties
HOMO energy	-8.154	eV
LUMO energy	0.0	eV
HOMO-LUMO gap	8.2	eV
SMILES	C=CCOc1ccc([C@@H]2NC(=S)NC(C)=C2C(=O)c2ccccc2)cc1OC

ORCA input file:
```
! wB97M-V def2-TZVPD RIJCOSX def2/J DEFGRID3
* xyz 0 1
C 6.173 -1.951 1.662
C 4.964 -1.625 1.249
C 4.504 -1.719 -0.175
O 3.771 -0.579 -0.595
C 2.615 -0.217 0.029
C 2.328 1.144 -0.018
C 1.177 1.669 0.533
C 0.274 0.827 1.161
C -1.028 1.378 1.718
N -1.493 0.646 2.878
C -2.289 -0.432 2.796
S -2.486 -1.504 4.034
N -2.984 -0.595 1.632
C -2.978 0.330 0.601
C -4.080 0.141 -0.391
C -2.061 1.314 0.608
C -1.938 2.388 -0.396
O -1.706 3.538 -0.073
C -2.035 1.986 -1.823
C -1.518 0.766 -2.253
C -1.555 0.436 -3.594
C -2.114 1.311 -4.512
C -2.617 2.532 -4.092
C -2.565 2.876 -2.754
C 0.536 -0.535 1.203
C 1.684 -1.079 0.644
O 1.946 -2.425 0.654
C 1.079 -3.282 1.356
H 6.457 -1.888 2.698
H 6.929 -2.304 0.980
H 4.218 -1.267 1.947
H 3.910 -2.631 -0.309
H 5.360 -1.751 -0.854
H 3.048 1.783 -0.503
H 0.982 2.728 0.476
H -0.885 2.428 2.001
H -0.954 0.734 3.727
H -3.676 -1.331 1.632
H -4.154 0.986 -1.066
H -5.028 0.025 0.133
H -3.905 -0.760 -0.980
H -1.065 0.095 -1.537
H -1.144 -0.506 -3.928
H -2.147 1.046 -5.559
H -3.041 3.218 -4.809
H -2.938 3.828 -2.409
H -0.176 -1.190 1.679
H 0.082 -3.307 0.904
H 0.994 -3.002 2.410
H 1.529 -4.271 1.283
*
```

***

Record 2
Density functional theory data (wB97M-V/def2-TZVPD) for a structure of composition C3H4O3Y.

Properties
HOMO energy	-13.072	eV
LUMO energy	-6.6	eV
HOMO-LUMO gap	6.4	eV

ORCA input file:
```
! wB97M-V def2-TZVPD RIJCOSX def2/J DEFGRID3
* xyz 1 1
O -0.439 -1.017 -0.146
C -1.323 0.009 -0.203
O -0.967 1.141 0.287
O -2.415 -0.229 -0.711
C 0.874 -0.858 0.449
H 0.907 -1.426 1.389
C 1.939 -1.251 -0.511
H 1.550 -1.578 -1.489
H 2.678 -1.904 -0.026
Y 0.924 1.524 0.929
H 2.582 -0.239 -0.761
*
```

***

Record 3
Density functional theory data (wB97M-V/def2-TZVPD) for a structure of composition C46H45F5IN3P2SSeSi2TcTe.

Properties
HOMO energy (spin up / spin down)	-7.306 / -7.180	eV
LUMO energy (spin up / spin down)	-1.6 / -1.6	eV
HOMO-LUMO gap (spin up / spin down)	5.7 / 5.6	eV

ORCA input file:
```
! wB97M-V def2-TZVPD RIJCOSX def2/J DEFGRID3
* xyz 0 2
Tc 0.649 0.216 -0.679
C 1.504 4.158 -0.653
Si 1.238 3.197 0.957
C 2.919 2.604 1.604
C 0.618 4.472 2.230
N 0.259 1.753 0.689
P -1.338 1.361 0.703
C -1.585 -0.014 -0.310
P -1.072 -1.611 0.078
N 0.558 -1.721 0.178
Si 1.426 -3.247 0.239
C 0.349 -4.794 -0.013
C 2.674 -3.337 -1.185
C 2.247 -3.435 1.942
C -2.142 -2.483 1.262
C -3.492 -2.244 1.007
C -4.465 -2.863 1.773
C -4.089 -3.717 2.801
C -2.746 -3.945 3.062
C -1.767 -3.329 2.296
C -1.514 -2.524 -1.459
C -2.291 -3.676 -1.517
C -2.514 -4.311 -2.731
C -1.983 -3.791 -3.900
C -1.203 -2.644 -3.854
C -0.955 -2.035 -2.637
C -2.110 1.527 2.343
C -3.481 1.290 2.382
C -4.174 1.436 3.572
C -3.502 1.827 4.721
C -2.134 2.053 4.683
C -1.435 1.893 3.499
C -2.279 2.670 -0.156
C -2.299 3.948 0.398
C -3.000 4.967 -0.221
C -3.698 4.711 -1.393
C -3.698 3.437 -1.939
C -2.989 2.416 -1.323
H 2.025 5.095 -0.456
H 2.110 3.585 -1.354
H 0.564 4.398 -1.150
H 3.629 3.428 1.528
H 2.874 2.311 2.652
H 3.325 1.771 1.034
H 1.490 4.847 2.765
H 0.157 5.323 1.732
H -0.082 4.097 2.972
H 0.119 -4.948 -1.066
H 0.902 -5.667 0.334
H -0.595 -4.773 0.526
H 2.277 -2.900 -2.102
H 3.613 -2.836 -0.957
H 2.907 -4.382 -1.391
H 1.528 -3.603 2.744
H 2.915 -4.296 1.915
H 2.845 -2.570 2.214
H -3.761 -1.579 0.193
H -5.513 -2.695 1.563
H -4.846 -4.216 3.390
H -2.460 -4.614 3.862
H -0.720 -3.507 2.499
H -2.727 -4.094 -0.620
H -3.109 -5.214 -2.760
H -2.178 -4.278 -4.845
H -0.791 -2.228 -4.763
H -0.310 -1.158 -2.603
H -3.993 1.006 1.470
H -5.241 1.261 3.603
H -4.044 1.957 5.648
H -1.613 2.360 5.579
H -0.363 2.035 3.458
H -1.765 4.128 1.321
H -3.008 5.960 0.208
H -4.254 5.505 -1.873
H -4.252 3.237 -2.846
H -2.986 1.418 -1.743
Te 3.096 0.297 -1.730
C 4.763 -0.434 -0.643
C 6.003 -0.535 -1.220
C 7.037 -0.863 -0.316
C 6.594 -1.015 0.953
S 4.905 -0.745 1.064
H 6.150 -0.368 -2.276
H 8.071 -0.970 -0.604
H 7.156 -1.268 1.836
I 4.666 -0.322 4.591
C 2.625 -0.782 4.733
C 2.144 -1.216 5.957
C 0.793 -1.484 6.077
C -0.010 -1.293 4.971
N 0.463 -0.918 3.787
C 1.758 -0.664 3.664
H 2.809 -1.326 6.803
H 0.377 -1.826 7.013
H -1.081 -1.433 5.039
H 2.095 -0.352 2.682
F 1.326 0.776 -8.333
C 1.076 0.932 -7.036
C -0.173 0.619 -6.520
F -1.130 0.152 -7.326
C -0.421 0.800 -5.171
F -1.629 0.496 -4.691
C 0.543 1.299 -4.294
Se -0.007 1.764 -2.516
C 1.775 1.631 -4.850
F 2.718 2.177 -4.080
C 2.052 1.441 -6.193
F 3.249 1.769 -6.682
*
```

***

Calculated electronic energy, -43128.224; -10352.201; -194597.845 eV (same order as the records).